Entry 1:
{"formula": "C3H6NO2S2", "method": "ωB97M-V/def2-TZVPD", "gap_ev": 4.43, "total_charge": -1, "species": ["S", "S", "O", "O", "N", "C", "C", "C", "H", "H", "H", "H", "H", "H"], "coordinates": [[-1.30452, -1.87952, 1.48738], [0.71593, -1.64700, 1.15714], [0.31176, 2.68147, -0.15228], [-1.07740, 2.13649, -1.85871], [0.71403, 0.00382, -1.98360], [-0.25535, 1.93118, -0.96615], [0.19088, 0.47102, -0.79186], [0.74707, 0.00889, 0.57483], [1.62550, 1.66215, -4.04041], [-0.55214, -0.23554, -1.39730], [0.78446, -1.01774, -2.07905], [1.45443, 2.22033, -3.59271], [0.48852, 0.73978, 1.32535], [1.81450, 0.11813, 0.31951]], "forces_ev_per_a": [[0.3, 0.0, -0.2], [-1.0, -0.5, -0.3], [0.1, 0.0, -0.2], [-0.2, -0.1, -0.2], [-2.9, -0.4, 0.5], [-0.1, 0.6, 0.8], [2.5, 0.3, -0.1], [1.1, -0.1, -0.5], [0.1, -0.1, -0.2], [-0.8, -0.4, -1.0], [1.3, -0.2, 1.0], [-0.1, 0.2, 0.1], [-0.4, 0.1, -0.1], [0.0, 0.5, 0.5]], "nbo_charge": [-0.65, 0.10, -0.71, -0.70, -0.40, 0.72, 0.00, -0.62, -0.03, 0.42, 0.35, 0.03, 0.27, 0.23]}


Entry 2:
{"formula": "C20H15ClF6N4O4PdS2", "method": "ωB97M-V/def2-TZVPD", "gap_ev": [6.12, 6.03], "total_charge": 2, "species": ["Pd", "Cl", "S", "S", "F", "F", "F", "F", "F", "F", "O", "O", "O", "O", "N", "N", "N", "N", "C", "C", "C", "C", "C", "C", "C", "C", "C", "C", "C", "C", "C", "C", "C", "C", "C", "C", "C", "C", "H", "H", "H", "H", "H", "H", "H", "H", "H", "H", "H", "H", "H", "H", "H"], "coordinates": [[0.32775, -0.05683, 0.13159], [1.15564, -2.16787, -5.90836], [3.21818, 1.11862, 0.27092], [1.28660, 2.99476, 0.56532], [-0.37940, 4.53918, 1.77313], [3.64410, -0.63717, 2.17526], [4.88079, 1.14029, 2.29472], [1.49761, 4.28053, 2.82563], [0.02074, 2.68994, 2.83361], [5.26615, -0.35500, 0.77723], [1.79959, 4.05912, -0.21419], [4.02512, 1.70609, -0.73244], [2.36195, -0.01019, -0.26131], [0.18517, 2.21033, -0.03642], [2.35162, 2.00083, 1.21278], [-2.20297, -0.08077, 1.39003], [-1.63226, 0.01492, 0.29817], [-0.03595, -0.22951, 2.26115], [-1.88271, 0.92554, -1.93392], [-2.64510, 1.08576, -3.07909], [0.56298, 3.68793, 2.11882], [0.78413, -0.25022, 3.30186], [-0.58727, -2.19322, -2.39524], [-3.67811, -0.40340, -0.95114], [-2.41428, 0.18297, -0.88279], [0.92327, -2.16298, -4.24647], [0.30838, -0.27909, 4.61330], [1.85975, -2.12325, -2.05085], [4.34386, 0.27153, 1.47504], [-1.36608, -0.20751, 2.49503], [-1.05148, -0.27783, 4.84525], [-4.41507, -0.24435, -2.10900], [-0.39574, -2.20488, -3.73978], [2.04972, -2.13448, -3.39595], [-1.91904, -0.23524, 3.75568], [0.34596, -2.26341, -0.11397], [0.53215, -2.14506, -1.49203], [-3.90094, 0.49877, -3.16907], [-1.58980, -2.25605, -1.99249], [-2.99365, -0.20630, 3.86733], [1.01840, -0.29522, 5.42806], [-0.92660, 1.42555, -1.84168], [1.19292, -2.48890, 0.52500], [-4.06234, -0.97245, -0.11572], [-2.26498, 1.68670, -3.89394], [-0.63182, -2.54103, 0.26541], [3.04049, -2.13129, -3.82808], [-1.44194, -0.29622, 5.85356], [1.84044, -0.23313, 3.09272], [-1.22515, -2.25912, -4.43060], [2.70790, -2.11613, -1.38217], [-5.39674, -0.69142, -2.18425], [-4.49193, 0.63013, -4.06566]], "forces_ev_per_a": [[-0.2, 0.0, -0.2], [0.0, 0.0, 0.0], [0.0, 0.0, -0.1], [-0.1, 0.1, 0.0], [0.0, 0.0, 0.0], [0.0, 0.0, 0.0], [0.0, 0.1, 0.0], [0.0, 0.0, 0.0], [0.0, 0.1, 0.0], [0.0, 0.0, -0.1], [0.0, 0.0, 0.0], [0.0, 0.0, 0.0], [-0.3, -0.1, 0.5], [0.2, -0.1, 0.1], [0.1, 0.0, 0.0], [0.0, 0.1, -0.1], [0.0, 0.0, -0.1], [0.2, 0.1, 0.0], [0.1, 0.0, 0.0], [0.0, 0.0, 0.0], [0.0, 0.0, 0.0], [0.0, 0.0, 0.0], [0.0, 0.0, 0.0], [0.0, 0.0, 0.0], [0.0, -0.1, 0.0], [0.0, 0.0, 0.1], [0.0, 0.0, 0.0], [0.0, 0.0, 0.0], [0.0, -0.1, 0.0], [0.0, 0.0, 0.0], [0.0, 0.0, 0.0], [0.0, 0.0, 0.0], [0.0, 0.0, 0.0], [0.0, 0.0, -0.1], [0.0, 0.0, 0.0], [0.1, -0.3, -0.1], [0.0, 0.3, 0.1], [0.0, 0.0, 0.0], [0.0, 0.0, 0.0], [0.0, 0.0, 0.0], [0.0, 0.0, 0.0], [0.0, 0.0, 0.0], [0.0, 0.0, 0.0], [0.0, 0.0, 0.0], [0.0, 0.0, 0.0], [0.0, 0.0, 0.0], [0.0, 0.0, 0.0], [0.0, 0.0, 0.0], [0.0, 0.0, 0.0], [0.0, 0.0, 0.0], [0.0, 0.0, 0.0], [0.0, 0.0, 0.0], [0.0, 0.0, 0.0]], "nbo_charge": [1.13, 0.22, 2.21, 2.22, -0.28, -0.32, -0.27, -0.27, -0.32, -0.28, -0.83, -0.83, -0.99, -1.01, -1.22, -0.05, -0.07, -0.47, -0.23, -0.18, 0.76, 0.09, -0.01, -0.21, 0.11, 0.12, -0.19, -0.04, 0.76, 0.23, -0.11, -0.19, -0.28, -0.26, -0.15, -0.29, -0.19, -0.14, 0.23, 0.27, 0.27, 0.25, 0.26, 0.25, 0.25, 0.24, 0.27, 0.26, 0.25, 0.27, 0.26, 0.25, 0.25]}


Entry 3:
{"formula": "C21H12BrN4OPbS2", "method": "ωB97M-V/def2-TZVPD", "gap_ev": 6.42, "total_charge": -1, "species": ["Pb", "Br", "S", "S", "O", "N", "N", "N", "N", "C", "C", "C", "C", "C", "C", "C", "C", "C", "C", "C", "C", "C", "C", "C", "C", "C", "C", "C", "C", "C", "H", "H", "H", "H", "H", "H", "H", "H", "H", "H", "H", "H"], "coordinates": [[-1.68855, -0.77903, 0.50177], [4.05903, 0.78551, 5.85998], [-1.88203, 1.71076, 0.68952], [-3.94974, 0.12419, -0.74631], [-0.91481, -0.61407, 2.80339], [-0.71663, -0.94688, -1.83506], [-2.75038, 5.13942, -0.29326], [-5.83038, 2.88143, -2.44927], [0.88926, -0.39069, 0.33014], [1.13486, -0.81192, -3.37119], [1.43012, -0.15106, 2.73806], [1.46408, -0.39126, -0.96681], [-4.92721, 2.86021, -1.73427], [1.69414, -0.30953, 1.33863], [-1.50688, -1.27236, -2.82418], [-3.27029, 1.66838, -0.37903], [2.58161, 0.13612, 3.51456], [-3.20894, 4.11344, -0.54872], [-3.78994, 2.84508, -0.86750], [0.15003, -0.24488, 3.37699], [1.24608, 0.35751, 5.49143], [3.27945, -0.11513, -2.57049], [0.12314, 0.05714, 4.78282], [2.76362, -0.04866, -1.26070], [-1.05543, -1.41796, -4.15256], [2.50018, 0.38655, 4.84892], [-1.98350, -2.92129, 0.67138], [0.60942, -0.73027, -2.06551], [2.49424, -0.50839, -3.61084], [0.25547, -1.17816, -4.41804], [4.31384, 0.15665, -2.73761], [-1.03004, -3.21141, 0.18935], [2.76714, -0.33214, 1.14092], [-1.77836, -2.98702, 1.75270], [-1.75769, -1.69141, -4.92711], [-2.55275, -1.40631, -2.57535], [-0.84672, 0.01746, 5.26140], [1.18371, 0.56997, 6.55130], [0.64629, -1.25260, -5.42632], [2.88113, -0.56828, -4.62051], [3.54602, 0.17109, 3.02092], [3.42739, 0.29983, -0.48354]], "forces_ev_per_a": [[0.0, -0.4, 0.3], [0.0, 0.0, 0.0], [0.1, 0.2, -0.2], [-0.1, 0.3, -0.1], [0.0, 0.2, -0.1], [0.2, 0.1, 0.0], [0.0, 0.0, 0.0], [0.0, 0.0, 0.0], [0.1, 0.1, -0.2], [0.0, 0.0, -0.1], [0.1, 0.0, -0.1], [-0.2, 0.0, 0.2], [0.1, -0.1, 0.0], [0.0, 0.0, 0.1], [0.0, 0.0, 0.0], [-0.1, -0.2, 0.0], [0.0, 0.0, 0.0], [-0.1, -0.1, 0.0], [0.0, 0.3, 0.0], [-0.1, -0.1, 0.1], [0.1, 0.0, 0.0], [0.0, 0.0, 0.1], [0.0, 0.0, 0.0], [0.1, 0.0, -0.1], [-0.1, 0.0, 0.1], [-0.1, 0.0, 0.0], [0.1, 0.0, -0.1], [-0.1, 0.0, 0.1], [0.0, 0.0, 0.0], [0.1, 0.0, 0.0], [0.0, 0.0, 0.0], [0.0, -0.1, 0.0], [0.0, 0.0, 0.0], [0.0, -0.1, 0.0], [0.0, 0.0, 0.0], [0.0, 0.0, 0.0], [0.0, 0.0, 0.0], [0.0, 0.0, 0.0], [0.0, 0.0, 0.0], [0.0, 0.0, 0.0], [0.0, 0.0, 0.0], [0.0, 0.0, 0.0]], "mulliken_charge": [1.50, -0.25, -0.45, -0.47, -0.64, 0.06, -0.53, -0.53, 0.13, 0.96, 0.46, 0.56, -0.02, 0.03, 0.03, 0.86, -0.70, -0.01, 0.11, 0.35, -0.30, -0.89, -0.82, -0.79, -0.98, -0.25, -1.32, 0.03, -0.90, -0.59, 0.37, 0.28, 0.18, 0.38, 0.39, 0.40, 0.42, 0.39, 0.39, 0.36, 0.41, 0.37]}


Entry 4:
{"formula": "C4H8O2", "method": "ωB97M-V/def2-TZVPD", "smiles": "C=C/C=C/O.O", "gap_ev": 9.14, "species": ["O", "O", "C", "C", "C", "C", "H", "H", "H", "H", "H", "H", "H", "H"], "coordinates": [[5.69276, 2.90429, 1.40310], [-3.22961, -0.59084, 1.23692], [-1.32706, -0.98096, -0.13148], [-2.55460, -0.44468, 0.05799], [-0.66339, -0.64445, -1.38448], [0.53702, -1.05380, -1.79126], [-2.85829, -1.36788, 1.67380], [0.96558, -0.71294, -2.71969], [5.19573, 2.95758, 2.21719], [-0.87171, -1.70791, 0.52738], [-1.13148, 0.19157, -1.89733], [1.04260, -1.74877, -1.12985], [-3.06452, -0.04530, -0.80539], [5.17760, 2.26322, 0.88436]], "forces_ev_per_a": [[-0.3, -0.5, -0.5], [-0.5, -0.1, -0.7], [-1.0, 0.5, -1.0], [1.5, -1.6, 0.7], [0.4, 0.7, 0.1], [-0.6, -0.3, 0.6], [0.0, 0.2, 0.2], [0.2, 0.0, 0.1], [-0.1, 0.2, 0.4], [0.1, 0.2, 0.4], [-0.2, -0.3, -0.4], [0.4, -0.1, -0.4], [-0.3, 0.8, 0.5], [0.4, 0.3, 0.1]], "nbo_charge": [-0.93, -0.67, -0.34, 0.17, -0.20, -0.42, 0.48, 0.21, 0.47, 0.20, 0.19, 0.19, 0.19, 0.47]}


Entry 5:
{"formula": "C20H26N4O4", "method": "ωB97M-V/def2-TZVPD", "smiles": "Cn1c(CNC(=O)CNC(=O)c2ccc(C(C)(C)C)cc2)cc(=O)n(C)c1=O", "gap_ev": 9.33, "species": ["O", "O", "O", "O", "N", "N", "N", "N", "C", "C", "C", "C", "C", "C", "C", "C", "C", "C", "C", "C", "C", "C", "C", "C", "C", "C", "C", "C", "H", "H", "H", "H", "H", "H", "H", "H", "H", "H", "H", "H", "H", "H", "H", "H", "H", "H", "H", "H", "H", "H", "H", "H", "H", "H"], "coordinates": [[0.20471, 2.49348, -2.41727], [0.69121, 2.06654, 2.06565], [1.94753, -1.69887, -1.95895], [4.82940, -1.19104, 1.29455], [0.44904, 2.26705, -0.16838], [2.50726, 1.62409, 0.76892], [2.15619, -2.54451, 0.11364], [4.19571, -0.59955, -0.80226], [-4.58569, 0.65927, -0.81213], [3.58081, -2.78304, -0.03002], [-4.05494, -0.36922, 0.19006], [-0.92387, 2.67992, 0.05429], [-4.13461, 0.24529, 1.59502], [4.29781, -1.45434, 0.23410], [-1.91604, -0.33430, -1.21270], [3.31451, 1.48756, 1.96903], [-0.67581, -2.08032, 0.53789], [0.03091, -1.60907, -0.56638], [-0.61672, -0.74165, -1.44203], [4.38936, 0.83096, -0.65401], [-4.94741, -1.61728, 0.11969], [1.43768, -1.95217, -0.87338], [3.02474, 1.46254, -0.48527], [1.17906, 1.99045, 0.95847], [-1.97582, -1.67289, 0.75596], [2.28024, 1.73353, -1.57941], [-2.62299, -0.78415, -0.10244], [0.91842, 2.19628, -1.48251], [4.86077, 1.21893, -1.55938], [-4.60509, 0.25157, -1.81981], [-3.98165, 1.56346, -0.80417], [-5.98388, -1.34552, 0.30653], [5.04545, 0.99739, 0.19998], [-0.23414, -2.78777, 1.22535], [-1.33702, 2.96277, -0.91122], [-3.83814, -0.46544, 2.36105], [3.77376, -3.13278, -1.04650], [-3.48569, 1.11548, 1.66899], [-2.36346, 0.34623, -1.91721], [-4.65105, -2.35857, 0.85686], [-0.94631, 3.52218, 0.74515], [3.80054, 0.51470, 2.02204], [2.67483, 1.59333, -2.57111], [-0.08046, -0.38617, -2.30874], [3.89652, -3.53078, 0.69689], [-4.88189, -2.07162, -0.86670], [-1.48990, 1.85369, 0.48445], [3.60629, -0.89146, -1.58206], [2.64359, 1.60039, 2.81883], [-2.49455, -2.06241, 1.61864], [-5.15447, 0.56067, 1.80362], [-5.60381, 0.93272, -0.54307], [4.06841, 2.27580, 2.00453], [1.78067, -2.58135, 1.04690]], "forces_ev_per_a": [[-0.1, 0.0, -0.3], [-0.2, 0.1, 0.2], [-0.1, -0.1, -0.2], [0.2, -0.1, 0.3], [-0.2, 0.1, -0.1], [-0.1, -0.1, 0.0], [0.0, -0.2, 0.2], [0.1, 0.2, -0.4], [0.1, -0.2, 0.1], [0.1, 0.1, 0.0], [-0.2, 0.0, 0.0], [-0.3, 0.1, 0.1], [0.0, -0.1, -0.2], [0.0, -0.5, -0.1], [-0.1, 0.0, 0.1], [0.2, -0.1, 0.5], [0.1, 0.0, -0.1], [-0.5, 0.2, -0.1], [0.3, -0.2, 0.0], [0.0, -0.1, 0.1], [0.1, 0.1, 0.0], [0.2, -0.1, 0.0], [-0.2, 0.2, -0.6], [0.2, -0.1, 0.1], [0.0, 0.0, 0.1], [0.3, 0.0, 0.0], [0.1, 0.0, -0.1], [0.2, 0.0, 0.2], [-0.1, 0.1, 0.2], [0.0, 0.0, -0.2], [0.1, 0.1, -0.1], [-0.1, 0.0, 0.0], [0.0, 0.0, -0.1], [0.0, -0.1, 0.1], [0.0, 0.0, 0.1], [0.0, -0.1, 0.1], [0.0, 0.0, 0.1], [0.1, 0.1, 0.0], [-0.1, 0.1, -0.1], [0.0, -0.1, 0.1], [0.0, -0.1, 0.0], [0.0, 0.1, -0.1], [0.1, 0.0, -0.1], [0.1, 0.0, -0.1], [0.0, 0.1, -0.1], [0.0, -0.1, -0.1], [0.0, 0.1, 0.0], [0.1, 0.0, 0.2], [0.1, 0.0, -0.1], [-0.1, 0.0, 0.1], [-0.1, 0.0, 0.0], [-0.1, 0.0, 0.0], [0.0, 0.0, 0.0], [0.0, 0.1, -0.1]], "nbo_charge": [-0.61, -0.63, -0.66, -0.64, -0.46, -0.43, -0.60, -0.62, -0.61, -0.31, -0.07, -0.42, -0.60, 0.67, -0.23, -0.45, -0.18, -0.18, -0.15, -0.27, -0.60, 0.68, 0.28, 0.80, -0.17, -0.39, 0.01, 0.66, 0.22, 0.21, 0.21, 0.21, 0.24, 0.20, 0.24, 0.21, 0.23, 0.21, 0.23, 0.21, 0.22, 0.24, 0.24, 0.25, 0.23, 0.21, 0.21, 0.44, 0.26, 0.21, 0.21, 0.21, 0.20, 0.41]}


Entry 6:
{"formula": "C5H9FN2", "method": "ωB97M-V/def2-TZVPD", "gap_ev": 9.06, "species": ["F", "N", "N", "C", "C", "C", "C", "C", "H", "H", "H", "H", "H", "H", "H", "H", "H"], "coordinates": [[-1.60783, 1.03775, -1.59805], [1.78499, -0.37059, -0.64848], [-0.47944, -0.98929, 1.01320], [-0.72779, -0.84197, -0.40334], [0.38545, -0.31801, -1.16335], [-0.41618, 1.34105, 0.49214], [-0.64166, 0.58025, -0.74296], [-0.04893, 0.27717, 1.58064], [-1.22562, 2.10729, 0.60170], [-0.71186, 0.58603, 2.42999], [-1.37220, -1.35222, 1.25145], [1.79467, -1.25647, 0.09475], [-1.32011, -1.41889, -1.06067], [0.52711, 1.86635, 0.31796], [2.54533, -0.68341, -1.85665], [1.11653, 0.19199, 1.83158], [0.39754, -0.75702, -2.13990]], "forces_ev_per_a": [[0.1, 0.7, -0.7], [1.7, -2.5, -1.8], [-0.3, -2.1, -0.8], [0.7, 0.5, 0.9], [4.1, -1.6, -2.0], [1.9, 1.6, -0.2], [-1.9, 0.5, 0.0], [-0.4, 0.8, 0.6], [0.5, -1.0, 0.6], [1.2, -0.8, -0.1], [-0.6, 0.0, 1.8], [0.3, 2.5, -2.9], [-1.1, -1.2, 0.5], [-0.2, 0.7, 0.2], [-2.7, 0.8, 5.0], [-2.8, 0.7, -0.5], [-0.6, 0.5, -0.7]], "nbo_charge": [-0.34, -0.83, -0.64, -0.12, -0.13, -0.47, 0.30, -0.23, 0.24, 0.22, 0.37, 0.39, 0.23, 0.23, 0.35, 0.22, 0.22]}


What are the ΔE to the lowest compared entry with this formula, charge and spin values for these records? In order: 549.93; 0.00; 215.93; 226.89; 0.00; 460.61 kJ/mol.